Arrangement 1

A molecular structure, CH18BeO8, computed with wB97M-V/def2-TZVPD.

Geometry as XYZ:
```
28
Properties=species:S:1:pos:R:3
Be -0.1848 -0.2546 0.2987
O -0.2022 -2.0366 2.0522
H -0.5101 -2.1450 2.9626
H -0.1385 -2.9327 1.7001
O 1.9516 -0.9453 -0.0383
H 2.6592 -0.7649 -0.6699
H 2.2730 -1.6699 0.5122
O -0.2843 -2.4337 -1.0022
H -0.1688 -2.4631 -1.9595
H -0.5706 -3.3236 -0.7635
O -2.3862 -0.9036 0.5717
H -3.1199 -0.3176 0.3486
H -2.7870 -1.7595 0.7647
O -1.0761 0.3575 -1.6484
H -1.1102 -0.0768 -2.5096
H -1.5467 1.1937 -1.7584
O -1.3980 1.8355 0.9534
H -1.3015 2.7164 0.5705
H -2.1380 1.9031 1.5705
O 0.9480 0.4392 2.2655
H 1.2501 1.2234 2.7402
H 1.3276 -0.3119 2.7363
C 1.3729 2.0250 -1.9628
O 1.1179 1.9242 -0.5430
H 0.7397 2.7704 -2.4485
H 2.4147 2.2853 -2.1511
H 1.1811 1.0673 -2.4375
H 1.6868 2.5977 -0.1546
```

Calculated values
Highest occupied orbital energy ... -0.638 hartree
Net charge ... +2
LUMO level ... -7.283 eV
Kohn-Sham gap ... 10.08 eV

***

Arrangement 2

A molecular structure, CH18BeO8, computed with wB97M-V/def2-TZVPD.

Geometry as XYZ:
```
28
Properties=species:S:1:pos:R:3
Be -0.1522 0.3865 0.2222
O -2.1899 1.4862 0.3691
H -3.1157 1.2459 0.5008
H -2.1853 2.4428 0.2463
O 2.0282 0.8079 0.2193
H 2.3781 1.7002 0.0995
H 2.7844 0.2119 0.1360
O -1.6707 -0.9437 1.6357
H -1.6105 -1.4225 2.4722
H -2.5445 -1.1553 1.2877
O 0.3332 1.0600 2.4657
H 0.9105 1.7905 2.7192
H 0.2165 0.5367 3.2676
O -1.3806 -1.2905 -1.1988
H -1.2873 -2.2125 -1.4658
H -2.2062 -0.9947 -1.6041
O 0.5519 0.5458 -2.2160
H 0.0333 0.8920 -2.9537
H 1.4189 0.3454 -2.5894
O 0.0624 2.8372 -0.3678
H 0.3556 3.1562 -1.2315
H -0.1245 3.6338 0.1476
C 1.4257 -2.5605 -0.6918
O 0.8556 -1.8785 0.4582
H 1.7022 -1.7817 -1.3961
H 2.3044 -3.0812 -0.3190
H 0.7368 -3.2348 -1.1970
H 0.3696 -2.5230 0.9839
```

Calculated values
Highest occupied orbital energy ... -0.652 hartree
Net charge ... +2
LUMO level ... -7.406 eV
Kohn-Sham gap ... 10.33 eV

***

Most stable structure, least stable structure: arrangement 1, arrangement 2.

***

Arrangement 1

A molecular structure, C26H22F4LuN6O3Si, computed with wB97M-V/def2-TZVPD.

Geometry as XYZ:
```
63
Properties=species:S:1:pos:R:3
Lu -0.5081 -0.0912 -0.0983
C -0.8552 1.7498 4.4361
Si -0.8134 0.1631 3.3710
C -0.7296 -1.3228 4.5615
C -2.4861 0.1764 2.4747
N 0.3603 0.0693 2.1231
C 1.6974 0.0841 2.2907
C 2.3931 0.3605 3.4926
C 3.7706 0.3417 3.5682
C 4.5542 0.0599 2.4549
C 3.9201 -0.2070 1.2484
C 2.5518 -0.1910 1.2054
F 1.9332 -0.4759 -0.0212
H -1.7579 1.7580 5.0477
H -0.8821 2.6349 3.8001
H -0.0020 1.8430 5.1074
H -1.5813 -1.3382 5.2418
H 0.1788 -1.3018 5.1640
H -0.7344 -2.2558 3.9980
H -3.3061 0.2841 3.1840
H -2.6580 -0.7486 1.9228
H -2.5432 1.0189 1.7810
H 1.8041 0.6042 4.3663
H 4.2498 0.5526 4.5168
H 5.6329 0.0549 2.5181
H 4.4796 -0.4245 0.3491
C 0.0940 -2.0852 -5.7185
C 0.7013 -2.4860 -4.5372
C 0.7313 -1.6342 -3.4485
C 0.1578 -0.3669 -3.5352
C -0.4449 0.0384 -4.7267
C -0.4748 -0.8211 -5.8080
N 0.2274 0.4509 -2.3863
N 0.1068 1.6875 -2.6425
C 0.2012 2.5926 -1.6067
C 0.4123 3.9172 -2.0325
C 0.5372 4.9192 -1.0990
C 0.4613 4.5912 0.2536
C 0.2787 3.2742 0.6542
C 0.0851 2.2160 -0.2409
H 0.0573 -2.7585 -6.5650
H 1.1448 -3.4695 -4.4521
H 1.2064 -1.9228 -2.5205
H -0.9143 1.0096 -4.7734
H -0.9613 -0.5076 -6.7220
H 0.5199 4.1058 -3.0936
H 0.6948 5.9462 -1.4050
H 0.5408 5.3807 0.9933
H 0.2707 3.0643 1.7205
O -1.1231 -1.9247 0.4970
N -0.1862 -2.4038 -0.2561
C -0.0196 -3.6933 -0.2891
C -0.7809 -4.6381 0.4589
N -1.3599 -5.4272 1.0599
C 0.9856 -4.2458 -1.1295
N 1.7760 -4.7368 -1.8039
F -4.1092 -2.0177 -1.9788
C -3.3053 -0.9778 -2.2153
F -3.4183 -0.6775 -3.5164
F -2.0223 -1.4362 -2.0380
C -3.5591 0.2809 -1.2670
O -4.6740 0.7452 -1.2690
O -2.5061 0.6119 -0.6652
```

Calculated values
Highest occupied orbital energy ... -0.181 hartree
Net charge ... -1
LUMO level ... 1.505 eV
Kohn-Sham gap ... 6.42 eV

***

Arrangement 2

A molecular structure, C26H22F4LuN6O3Si, computed with wB97M-V/def2-TZVPD.

Geometry as XYZ:
```
63
Properties=species:S:1:pos:R:3
Lu -0.2565 -0.6335 -0.2502
C -0.3613 2.8374 3.2293
Si -1.1035 2.2937 1.6001
C -2.7375 3.1924 1.3915
C 0.0523 2.9467 0.2759
N -1.2774 0.5798 1.4492
C -1.8405 -0.1886 2.4384
C -2.5680 0.2790 3.5560
C -3.0826 -0.5695 4.5250
C -2.9201 -1.9464 4.4431
C -2.2372 -2.4610 3.3464
C -1.7502 -1.5863 2.4137
F -1.0967 -2.1378 1.3191
H -0.2366 3.9244 3.2134
H 0.6290 2.3955 3.3669
H -0.9645 2.5801 4.1009
H -2.5645 4.2401 1.1277
H -3.3393 3.1731 2.3042
H -3.3278 2.7339 0.5943
H 0.5457 3.8438 0.6639
H -0.4755 3.2149 -0.6396
H 0.8478 2.2490 0.0066
H -2.7384 1.3438 3.6453
H -3.6276 -0.1413 5.3578
H -3.3218 -2.6064 5.1992
H -2.0869 -3.5230 3.2013
C 5.0236 -3.0989 -1.9553
C 3.9014 -3.4682 -1.2300
C 2.7617 -2.6775 -1.2539
C 2.7450 -1.5254 -2.0209
C 3.8635 -1.1484 -2.7536
C 5.0015 -1.9361 -2.7173
N 1.5500 -0.7098 -2.0132
N 1.3594 -0.1166 -3.0830
C 0.1955 0.7175 -3.1513
C 0.1003 1.4297 -4.3449
C -0.9802 2.2711 -4.5443
C -1.9495 2.3621 -3.5494
C -1.8252 1.6268 -2.3758
C -0.7444 0.7780 -2.1235
H 5.9175 -3.7086 -1.9197
H 3.9118 -4.3673 -0.6284
H 1.8831 -2.9726 -0.6996
H 3.8309 -0.2371 -3.3346
H 5.8774 -1.6365 -3.2791
H 0.8740 1.3099 -5.0943
H -1.0738 2.8399 -5.4607
H -2.8086 3.0082 -3.6938
H -2.6106 1.7240 -1.6300
O 1.4101 -1.0150 0.9606
N 1.7368 0.1548 1.4279
C 2.9381 0.2786 1.8867
C 3.8639 -0.8288 1.9549
N 4.6013 -1.7053 2.0416
C 3.3455 1.5747 2.3674
N 3.6777 2.6026 2.7588
F -2.6946 -1.2797 -0.7001
C -2.8639 -2.1811 -1.7252
F -3.1118 -1.4685 -2.8254
F -3.9578 -2.8791 -1.4233
C -1.6064 -3.0708 -1.8885
O -1.7498 -4.1041 -2.5030
O -0.5538 -2.5768 -1.3551
```

Calculated values
Highest occupied orbital energy ... -0.190 hartree
Net charge ... -1
LUMO level ... 1.888 eV
Kohn-Sham gap ... 7.06 eV

***

Most stable structure, least stable structure: arrangement 2, arrangement 1.

***

Arrangement 1

A single C3H2ClNOS2 molecule, computed with wB97M-V/def2-TZVPD.

Geometry as XYZ:
```
10
Properties=species:S:1:pos:R:3
C -1.9081 -0.0653 -0.0234
C 0.7274 -0.4449 0.0365
C -0.5072 0.4818 0.1215
N 1.8614 0.2558 -0.0244
O -0.3300 1.6721 0.2292
S 0.5725 -2.0628 -0.1774
S -2.6418 -0.2876 1.4092
Cl -2.5079 -0.4795 -1.5602
H 2.0076 1.1328 0.3952
H 2.7262 -0.2022 -0.4062
```

Calculated values
Highest occupied orbital energy ... -0.333 hartree
LUMO level ... -0.994 eV
SMILES string ... NC(=S)C(=O)C(=S)Cl
Kohn-Sham gap ... 8.08 eV

***

Arrangement 2

A single C3H2ClNOS2 molecule, computed with wB97M-V/def2-TZVPD.

Geometry as XYZ:
```
10
Properties=species:S:1:pos:R:3
C -0.9610 0.8745 -0.0163
C -0.6208 -0.4398 -0.1109
C 1.6294 0.7822 -0.0734
N 0.6462 -0.7231 -0.3094
O -1.5410 -1.3973 0.0538
S 3.2388 0.6650 -0.0466
S 0.3982 2.0368 -0.0091
Cl 1.5039 -2.1448 -0.0810
H -1.8938 1.2542 0.4470
H -2.3999 -0.9078 0.1457
```

Calculated values
Highest occupied orbital energy (alpha / beta) ... -0.291 / -0.291 hartree
LUMO level (alpha / beta) ... -0.243 / -0.244 eV
SMILES string ... Oc1csc(=S)n1Cl
Kohn-Sham gap (alpha / beta) ... 7.66 / 7.66 eV

***

Most stable structure, least stable structure: arrangement 1, arrangement 2.

***

Arrangement 1

5 unconnected molecules or ions with the total composition C2H16N2O4, computed with wB97M-V/def2-TZVPD.

Geometry as XYZ:
```
24
Properties=species:S:1:pos:R:3
N 0.2182 0.7465 2.8430
C 0.7459 1.1738 1.4447
C -0.3219 1.8761 0.5278
N -0.5385 1.2202 -0.8552
H -0.1342 -0.1482 2.7505
H -0.4897 1.3075 3.1483
H 1.3799 0.3780 0.9716
H 1.5052 1.9505 1.6744
H -1.2570 1.8193 1.1089
H 0.0785 2.8689 0.2956
H 0.3166 1.1191 -1.3090
H -1.1118 0.3385 -0.9445
H -0.4828 -1.8685 1.1763
H 0.1028 -3.1579 1.8611
O -0.5240 -2.4719 2.0233
H -0.4003 -0.9926 -0.8922
H -1.4422 -2.1664 -1.0885
O -0.5744 -1.9205 -0.8065
H -1.7623 -0.3855 -3.1243
H -1.7333 -1.8528 -3.2506
O -1.2254 -1.1079 -3.3204
H 2.7693 0.6863 -2.1555
H 2.4481 -0.1522 -0.8105
O 2.4335 0.7396 -1.2684
```

Calculated values
Highest occupied orbital energy ... -0.322 hartree
LUMO level ... 0.318 eV
SMILES string ... NCCN.O.O.O.O
Kohn-Sham gap ... 9.07 eV

***

Arrangement 2

5 unconnected molecules or ions with the total composition C2H16N2O4, computed with wB97M-V/def2-TZVPD.

Geometry as XYZ:
```
24
Properties=species:S:1:pos:R:3
C -1.1993 0.0309 -0.0957
N -0.1467 -0.4665 -1.0304
C 0.9515 -1.1267 -0.3189
N 1.6901 -0.1302 0.4789
H -2.1913 -0.3811 -0.2695
H -0.9536 -0.1471 0.9464
H -1.1696 1.1117 -0.2529
H -0.5384 -1.1452 -1.6672
H 1.5805 -1.5944 -1.0773
H 0.5751 -1.8813 0.3795
H 2.6963 -0.2070 0.4244
H 1.4077 0.7895 0.1693
H 0.6905 1.2031 -1.8759
H 1.4266 2.0753 -2.9214
O 0.5502 1.8909 -2.5556
H -1.6262 0.4527 -3.0200
H -0.2802 0.5105 -3.6625
O -1.0864 -0.0391 -3.6520
H -1.2887 -0.7162 3.4733
H -2.5566 -0.0601 3.9799
O -2.0820 -0.2561 3.1651
H 1.4105 -0.4548 2.5604
H 0.9228 0.7253 3.3494
O 1.2169 -0.1840 3.4728
```

Calculated values
Highest occupied orbital energy ... -0.351 hartree
LUMO level ... 0.550 eV
SMILES string ... CNCN.O.O.O.O
Kohn-Sham gap ... 10.11 eV

***

Most stable structure, least stable structure: arrangement 2, arrangement 1.

***

Arrangement 1

A molecular structure, C17H22N4O4, computed with wB97M-V/def2-TZVPD.

Geometry as XYZ:
```
47
Properties=species:S:1:pos:R:3
C -2.4250 -2.5276 -1.5477
N -2.8919 -2.1938 -0.3503
C -2.1720 -2.6679 0.7479
C -0.9498 -2.1583 1.0032
N 0.0847 -2.3518 0.1367
C 0.8718 -1.4131 0.9780
N 0.3167 -0.9263 2.1737
O -0.8725 -1.2944 1.9640
C 2.2004 -1.0065 0.3359
C 2.7510 -1.7260 -0.7202
C 3.9167 -1.2237 -1.2111
C 4.6436 -0.4034 -0.6672
C 4.3100 -0.0271 0.4712
C 3.0667 -0.0015 1.1430
H 2.6690 0.3914 1.8593
O 5.1855 0.9789 1.1578
C 6.3725 0.7203 0.1871
O 5.9715 -0.1209 -0.7773
H 7.3382 0.6562 0.6163
H 6.5120 1.9025 -0.2228
H 4.2927 -1.9259 -2.2029
H 1.9462 -2.3002 -1.0363
H -2.9472 -2.5328 1.7313
H -2.2457 -3.7715 0.7413
C -3.4217 -0.6201 -0.4449
C -2.2856 0.2872 -0.6233
N -2.7727 1.3795 -0.1164
C -2.4751 2.8496 -1.0266
C -1.1184 3.0778 -0.8534
H -0.8453 3.9728 -1.4933
O -0.6292 3.5527 0.2979
C -0.8611 2.3207 1.0935
C -2.2595 1.9138 1.2412
H -2.4124 0.8686 1.8383
H -2.9543 2.6068 1.6251
H -0.4971 2.8932 2.2502
H -0.1326 1.5295 0.7547
H -0.4058 2.3217 -1.0907
H -2.8331 2.4776 -1.9952
H -3.2403 3.6535 -0.5505
H -1.2967 -0.1038 -0.0855
H -2.4475 0.3763 -1.4640
H -3.7958 -0.6648 0.8689
H -4.3640 -0.7691 -0.7838
H -3.1958 -2.0224 -2.4845
H -2.3451 -3.6763 -1.7560
H -1.3562 -2.3017 -1.7123
```

Calculated values
Highest occupied orbital energy ... -0.292 hartree
LUMO level ... 0.141 eV
Kohn-Sham gap ... 8.09 eV

***

Arrangement 2

A single C17H22N4O4 molecule, computed with wB97M-V/def2-TZVPD.

Geometry as XYZ:
```
47
Properties=species:S:1:pos:R:3
O 2.7073 -2.3891 4.2775
N 2.5552 -1.1617 4.2718
O 3.2242 -0.4268 4.9822
C 1.5996 -0.5905 3.4230
C 1.4656 0.8070 3.4456
C 0.5957 1.4635 2.6281
C -0.2183 0.7414 1.7222
C -0.1157 -0.6458 1.7243
C 0.7764 -1.3460 2.5433
N 0.8581 -2.6928 2.4960
H 1.5838 -3.0979 3.0822
C 0.1593 -3.5309 1.5567
C 0.4986 -3.2057 0.1316
C 1.6744 -2.8455 -0.4567
C 1.3804 -2.6281 -1.8262
C 0.0509 -2.8707 -1.9663
O -0.4944 -3.2163 -0.7851
H -0.6018 -2.8386 -2.8157
H 2.0672 -2.3342 -2.5929
H 2.6264 -2.7467 0.0226
H -0.9279 -3.4402 1.6811
H 0.4347 -4.5655 1.7796
H -0.7200 -1.2236 1.0499
N -1.1188 1.4097 0.9299
C -2.0558 0.7054 0.0830
H -2.3883 -0.2146 0.5601
C -1.4520 0.4282 -1.2963
N -1.1057 1.6970 -1.9153
C -0.1580 2.4120 -1.0764
H 0.0841 3.3666 -1.5454
C -0.7679 2.6686 0.3072
H -0.0562 3.2224 0.9144
H -1.6790 3.2647 0.1988
H 0.7784 1.8369 -0.9519
C -0.6447 1.5527 -3.2890
H -1.2182 0.7465 -3.7519
C -0.9263 2.8438 -4.0641
O -2.2781 3.2034 -3.9584
H -2.5299 3.0477 -3.0373
H -0.7150 2.6985 -5.1257
H -0.2855 3.6589 -3.6954
H 0.4246 1.2969 -3.3492
H -2.1878 -0.0800 -1.9232
H -0.5677 -0.2238 -1.1913
H -2.9275 1.3558 -0.0438
H 0.5122 2.5345 2.7039
H 2.0832 1.3529 4.1422
```

Calculated values
Highest occupied orbital energy ... -0.298 hartree
LUMO level ... -0.097 eV
SMILES string ... O=[N+]([O-])c1ccc(N2CCN(CCO)CC2)cc1NCc1ccco1
Kohn-Sham gap ... 8.02 eV

***

Most stable structure, least stable structure: arrangement 2, arrangement 1.

***

Arrangement 1

A single C15H18N4O3 molecule, computed with wB97M-V/def2-TZVPD.

Geometry as XYZ:
```
40
Properties=species:S:1:pos:R:3
C -0.9245 -0.2827 -0.5490
C 0.2242 -1.3355 -0.6957
C -2.2119 -1.0093 -0.6642
C -3.3842 -0.3803 -0.0571
C -3.9145 0.9516 -0.5250
C -4.0176 -1.0318 1.0233
C -5.1437 1.4844 -0.0239
C -5.2965 -0.6603 1.4067
C -5.8195 0.5871 0.8986
C 2.6171 -1.5369 -0.4416
C 3.5824 -1.7334 0.8050
C 3.3329 -0.4254 -1.1453
C 3.3713 0.8946 -0.3731
C 4.5136 1.3965 0.1336
C 2.8615 2.5970 0.8011
H -1.2881 0.6077 -2.3759
H 0.4746 1.1332 -1.3118
H -0.8364 0.0361 0.5608
H -2.0936 -1.9898 -0.3138
H -2.3758 -0.8803 -1.7733
H -3.3390 1.4159 -1.2871
H -3.6081 -1.9495 1.5933
H -5.5204 2.4218 -0.4458
H -5.7254 -1.2024 2.3889
H -6.7434 0.8627 1.6180
H 1.4124 0.0333 0.1880
H 2.6332 -2.5861 -0.9347
H 4.3698 -0.7670 -1.4586
H 2.8320 -0.2292 -2.1694
H 5.6203 1.0891 0.0988
H 2.2515 3.4353 1.1800
H 4.8280 3.1791 1.3610
H 2.0571 -2.3144 1.7241
N -0.6384 0.8907 -1.3355
N 1.3783 -0.9245 -0.0334
N 2.3184 1.6447 0.0150
N 4.1989 2.5693 0.7461
O 0.2516 -2.3880 -1.3055
O 4.7662 -1.5888 0.7018
O 2.9857 -2.0145 1.9753
```

Calculated values
Highest occupied orbital energy ... -0.312 hartree
LUMO level ... 0.509 eV
SMILES string ... N[C@@H](Cc1ccccc1)C(=O)N[C@@H](Cc1c[nH]cn1)C(=O)O
Kohn-Sham gap ... 9.00 eV

***

Arrangement 2

A single C15H18N4O3 molecule, computed with wB97M-V/def2-TZVPD.

Geometry as XYZ:
```
40
Properties=species:S:1:pos:R:3
C 1.6009 2.1155 -0.4073
C 0.3257 1.4818 0.3212
C 2.8897 1.6171 0.2084
C 3.0745 0.0789 0.1318
C 2.7647 -0.6610 1.2123
C 3.7578 -0.4777 -0.9515
C 3.1626 -2.0521 1.1480
C 4.1530 -1.7778 -0.9646
C 3.9303 -2.5642 0.1646
C -1.3388 -0.2112 0.2690
C -1.3171 -1.6782 0.0752
C -2.4488 0.4781 -0.5925
C -3.8086 -0.0663 -0.2364
C -4.3010 -0.1473 0.9637
C -5.8572 -0.3150 -0.5578
H 0.6981 3.7168 0.4610
H 2.1079 4.1595 -0.3883
H 1.5956 1.8230 -1.5009
H 3.0006 2.0598 1.2612
H 3.7109 2.1023 -0.3416
H 2.1732 -0.2182 1.9535
H 3.8949 0.0628 -1.9004
H 2.8829 -2.7301 1.9886
H 4.6132 -2.2348 -1.8672
H 4.3762 -3.5169 0.1360
H 0.2822 -0.2954 -0.8826
H -1.6631 0.1261 1.2893
H -2.4250 1.5875 -0.5790
H -2.1938 0.1808 -1.6024
H -3.8959 0.0674 1.9627
H -6.8892 -0.4063 -1.0219
H -6.3798 -0.4167 1.4911
H -0.6855 -2.8079 -1.1837
N 1.3124 3.5402 -0.3511
N -0.1090 0.3481 -0.1860
N -4.7603 -0.2354 -1.2959
N -5.6651 -0.3416 0.7850
O -0.1830 2.0315 1.2679
O -1.6998 -2.5781 0.7800
O -0.6863 -1.8448 -1.0594
```

Calculated values
Highest occupied orbital energy ... -0.329 hartree
LUMO level ... 0.603 eV
SMILES string ... N[C@@H](Cc1ccccc1)C(=O)N[C@@H](Cc1c[nH]cn1)C(=O)O
Kohn-Sham gap ... 9.55 eV

***

Most stable structure, least stable structure: arrangement 2, arrangement 1.